Entry from the Open Molecules 2025 dataset: a molecular structure, C32H56IN6O4RuSi2Te in a non-equilibrium geometry (the ωB97M-V functional and the def2-TZVPD basis).

Output
Net charge ... +2
2S+1 ... 6
HOMO energy (spin up / spin down) ... -11.92 / -13.58 eV

```
103
Properties=species:S:1:pos:R:3:forces:R:3:mulliken_spin:R:1
Ru 0.4318 0.4276 0.5417 -0.7 0.0 0.7 2.884
C -4.1984 0.7873 -0.1277 0.0 0.0 0.0 0.008
C -3.7475 0.8577 1.2991 0.0 0.0 0.0 0.006
N -4.6754 1.0460 2.2154 0.0 0.0 0.1 0.023
C -4.3287 1.1182 3.5037 0.0 0.0 0.0 0.016
C -3.0296 1.0323 3.9544 0.0 0.1 -0.1 0.014
C -2.7287 1.1000 5.4315 0.0 0.0 0.1 0.000
O -1.9684 -0.0217 5.8742 0.0 0.0 0.0 0.001
C -2.0140 0.8521 2.9887 0.0 0.1 0.1 -0.026
C -0.6429 0.8034 3.4410 0.0 0.0 -0.1 0.146
N 0.3987 0.4607 2.7503 0.3 0.1 -0.1 0.045
C 1.6042 0.2503 3.4498 -0.1 0.0 0.0 0.272
C 1.6199 -0.1797 4.7637 0.0 0.0 -0.1 -0.135
C 2.8144 -0.4562 5.4150 0.0 0.0 0.0 0.334
C 4.0582 -0.3485 4.7264 0.0 0.0 0.0 -0.063
C 4.1002 0.0375 3.4382 0.0 0.0 0.0 0.251
C 2.8714 0.4240 2.6740 0.0 0.0 0.0 0.015
I 2.5690 0.2942 -1.0419 0.3 -0.1 -0.1 0.284
C -2.3828 0.7394 1.6501 0.0 0.0 0.0 0.067
O -1.5157 0.5472 0.6490 0.3 -0.1 0.2 0.138
H -5.2756 0.6509 -0.1467 0.0 0.0 0.0 0.001
H -3.7182 -0.0272 -0.6646 0.1 -0.1 -0.1 0.000
H -3.9667 1.7164 -0.6553 0.0 -0.1 0.0 -0.005
H -5.1439 1.2481 4.2046 0.0 0.0 0.0 0.001
H -3.6664 1.1804 5.9844 0.0 0.0 0.0 0.000
H -2.1442 1.9916 5.6747 0.0 0.0 0.0 0.001
H -2.5704 -0.7212 6.1483 0.0 0.0 0.0 0.000
H -0.4818 1.0575 4.4802 0.0 0.0 0.0 0.015
H 0.6901 -0.3610 5.2890 0.0 0.0 0.0 0.013
H 2.7959 -0.7961 6.4397 0.0 0.0 0.0 0.009
H 4.9708 -0.6041 5.2462 0.0 0.0 0.0 0.002
H 5.0438 0.1035 2.9122 0.0 0.0 0.0 0.009
C -1.6175 3.5676 -0.0578 -0.1 -0.1 -0.1 0.000
O -0.2592 3.1344 -0.0523 0.2 0.0 0.0 0.026
C 0.5506 4.0641 0.6614 0.1 0.0 0.0 -0.002
C 1.9377 3.5041 0.8332 -0.1 0.1 0.1 0.002
O 1.8200 2.2580 1.5178 0.1 0.0 0.0 0.026
C 3.0311 1.8626 2.1633 0.0 0.0 0.0 0.085
H -1.7054 4.5354 -0.5586 0.0 0.0 0.0 0.005
H -1.9975 3.6521 0.9641 0.0 0.0 0.0 -0.001
H -2.2086 2.8228 -0.5906 0.1 0.1 0.0 0.000
H 0.1064 4.2399 1.6477 0.0 0.0 0.0 -0.001
H 0.5942 5.0197 0.1278 0.0 0.0 0.0 0.001
H 2.5217 4.2021 1.4416 0.0 0.0 0.0 0.005
H 2.4560 3.3519 -0.1182 -0.1 0.0 0.0 -0.004
H 3.2162 2.5446 2.9986 0.0 0.0 0.0 0.005
H 3.8719 1.9269 1.4626 0.0 0.0 0.0 0.002
H 2.8105 -0.2142 1.7766 0.0 0.0 0.0 0.050
C -2.7309 -2.3262 -2.8535 0.1 0.0 0.0 0.012
Si -1.4701 -1.8697 -4.1572 0.0 0.1 0.0 -0.004
C -0.7431 -3.3832 -4.9567 0.0 0.1 0.0 0.000
C -2.1790 -0.6493 -5.3754 0.0 0.0 0.1 0.011
C 0.0374 -0.9731 -3.3589 0.0 0.0 -0.1 0.045
Te -0.4631 0.6360 -2.0730 0.2 -0.1 -0.5 0.178
C 0.1304 2.1921 -3.3766 -0.2 0.1 0.0 0.042
Si 1.7967 2.5071 -4.3007 0.1 0.0 0.0 0.020
C 1.2361 3.4639 -5.7975 0.0 -0.1 0.1 0.001
C 2.8449 3.5768 -3.1817 -0.1 0.0 0.0 -0.001
C 2.6711 0.9503 -4.8546 -0.1 0.0 0.1 0.004
H -3.7351 -2.2684 -3.2750 0.0 -0.1 0.0 0.002
H -2.7192 -1.6730 -1.9805 0.0 0.1 0.1 0.000
H -2.5734 -3.3440 -2.4962 0.0 0.0 0.1 0.000
H -1.4974 -3.9106 -5.5400 -0.1 0.0 0.0 0.000
H -0.3775 -4.0752 -4.1962 0.0 0.0 0.0 0.000
H 0.0819 -3.1442 -5.6267 0.0 0.0 0.0 0.000
H -3.0224 -1.0867 -5.9100 0.0 0.0 0.0 0.001
H -1.4451 -0.3396 -6.1195 0.1 0.0 0.0 0.001
H -2.5574 0.2465 -4.8749 0.0 0.0 0.0 -0.003
H 0.6337 -0.5071 -4.1436 0.0 -0.1 0.0 -0.006
H 0.6926 -1.6598 -2.8227 0.0 0.0 0.1 -0.001
H -0.1178 3.1009 -2.8237 0.0 0.0 0.0 -0.002
H -0.6543 2.0666 -4.1325 0.0 0.0 -0.1 0.006
H 0.6512 4.3435 -5.5275 0.0 0.0 0.0 0.000
H 0.6288 2.8402 -6.4551 0.0 0.0 0.0 0.000
H 2.0929 3.8093 -6.3764 0.1 0.0 0.0 0.001
H 2.4905 4.6086 -3.2048 0.0 0.0 0.0 0.000
H 3.8866 3.5831 -3.5014 0.1 0.0 0.0 0.001
H 2.8180 3.2368 -2.1486 0.0 0.0 0.0 0.008
H 2.1915 0.5261 -5.7383 0.0 0.0 0.0 -0.001
H 2.7543 0.1679 -4.1017 0.0 0.0 0.0 0.000
H 3.6867 1.2216 -5.1474 0.0 0.0 0.0 0.001
C 1.6274 -2.7913 0.6005 0.1 0.1 0.0 0.010
N 1.4293 -4.2173 0.6926 0.0 0.0 0.0 0.010
C 1.0522 -4.5623 2.0645 0.1 -0.1 0.0 0.001
N -0.1781 -3.8777 2.4589 0.0 0.0 0.1 0.010
C 0.0352 -2.4525 2.3715 0.0 0.1 0.1 0.015
N 0.4010 -2.0178 0.9827 -0.2 -0.1 -0.3 0.089
C -0.7041 -2.4935 0.0916 0.0 0.0 -0.1 -0.014
N -0.9101 -3.9220 0.1576 -0.1 0.1 0.0 0.005
C 0.3380 -4.5995 -0.1997 0.0 -0.1 -0.1 -0.006
C -1.2481 -4.2693 1.5431 -0.1 0.0 0.0 0.004
H 1.8958 -2.5274 -0.4229 0.0 0.0 0.0 0.001
H 2.4369 -2.4897 1.2701 0.0 0.0 0.0 0.005
H 1.8586 -4.2767 2.7420 0.0 0.0 0.0 -0.001
H 0.9018 -5.6390 2.1339 0.0 0.0 0.0 0.000
H 0.8495 -2.1703 3.0403 0.0 0.0 0.0 0.007
H -0.8738 -1.9223 2.6637 0.0 0.0 0.0 -0.004
H -0.4445 -2.2228 -0.9351 0.0 0.0 -0.1 0.037
H -1.6210 -1.9746 0.3800 0.0 0.0 0.0 -0.006
H 0.6063 -4.3394 -1.2273 0.0 0.0 0.0 0.000
H 0.1876 -5.6774 -0.1429 0.0 0.0 0.0 0.000
H -1.4041 -5.3457 1.6138 0.0 0.0 0.0 0.000
H -2.1730 -3.7609 1.8231 0.0 0.0 0.0 -0.001
```
Forces are in eV/Å.

---

Entry from the Open Molecules 2025 dataset: a molecular structure, C32H56IrN2O3P2 in a non-equilibrium geometry (the ωB97M-V functional and the def2-TZVPD basis).

Output
Net charge ... +2
2S+1 ... 6
HOMO energy (spin up / spin down) ... -10.76 / -13.24 eV

```
96
Properties=species:S:1:pos:R:3:forces:R:3:mulliken_spin:R:1
Ir -0.6540 0.0025 -2.6503 -0.8 -0.2 4.0 1.443
C -1.8561 1.5363 -0.3668 -0.5 -1.4 -0.6 0.101
C -2.1871 0.5390 -1.4768 -1.3 0.0 2.6 0.618
C -2.1408 -0.5514 0.6000 -0.3 1.5 1.1 0.075
C -1.8611 0.8353 0.8373 0.3 -1.9 0.4 0.237
C -2.5075 -0.7331 -0.7175 0.2 1.5 -1.5 0.444
C -1.8254 2.9936 -0.4753 0.4 0.6 -0.2 0.005
H -1.5078 3.3180 -1.4733 -0.1 0.0 0.2 -0.002
H -1.1256 3.3873 0.2803 -0.3 0.0 -0.3 0.018
H -2.8147 3.4483 -0.2755 0.3 -0.2 -0.1 0.027
C -1.5532 1.3268 2.1925 0.0 0.1 0.4 0.043
H -1.3531 2.3957 2.2090 0.0 0.0 0.1 -0.001
H -0.6823 0.7735 2.5870 -0.4 0.4 -0.1 -0.008
H -2.3987 1.1308 2.8708 0.2 0.0 -0.1 0.013
C -2.1340 -1.5453 1.6907 0.3 -0.4 0.3 0.010
H -2.9468 -1.3974 2.4302 0.4 -0.1 -0.4 0.013
H -1.1693 -1.3974 2.1949 -0.4 -0.3 0.3 0.005
H -2.1594 -2.5691 1.2978 -0.3 0.2 0.3 -0.001
C -3.3179 -1.8369 -1.2804 0.0 -0.4 0.2 0.021
H -4.3659 -1.5071 -1.3801 0.3 -0.1 0.0 0.019
H -3.3124 -2.6803 -0.5828 -0.1 0.0 -0.2 -0.004
H -2.9819 -2.1905 -2.2674 -0.1 0.2 0.2 0.015
C -3.2784 1.0368 -2.3598 -0.9 0.6 -0.2 0.040
H -4.0501 1.3411 -1.6080 -0.1 0.0 -1.1 0.008
H -3.6417 0.2680 -3.0520 -0.2 0.2 0.3 0.001
H -2.9850 1.9030 -2.9751 -0.1 -0.2 0.3 0.018
C 1.2709 0.6419 -2.8905 1.5 1.3 0.2 0.356
C 0.2720 1.5778 -3.3793 1.1 1.5 -1.0 0.294
C -0.1731 1.6183 -4.8352 0.0 1.1 -0.9 0.045
C -1.1126 0.5013 -5.3773 0.0 -0.1 -0.4 0.028
C -1.2870 -0.6709 -4.4407 -0.6 -1.7 -1.0 0.265
C -0.1528 -1.4376 -3.8548 -0.5 -2.7 -2.1 0.283
C 1.2178 -1.2851 -4.4964 0.3 -0.6 0.1 0.102
C 2.0802 -0.1803 -3.8486 0.5 -0.4 -0.7 0.070
H 0.6846 1.7052 -5.5263 -0.2 0.2 0.4 0.007
H -0.7833 0.1617 -6.3640 0.2 0.0 0.0 0.014
H -0.7585 2.5465 -4.8979 0.4 -0.1 -0.3 0.006
H 2.5331 0.4422 -4.6338 -0.3 0.1 0.1 0.016
H 1.7547 0.8774 -1.9464 -0.1 0.3 -0.1 -0.102
H 0.1482 2.4829 -2.7840 0.0 0.0 -0.2 0.052
H 2.9726 -0.6129 -3.3785 -0.4 0.0 0.3 -0.012
H 1.7222 -2.2532 -4.3551 0.0 0.3 -0.4 -0.004
H -0.3599 -2.4188 -3.3715 -0.1 0.4 -1.0 -0.027
H 1.0421 -1.1197 -5.5715 0.3 -0.1 0.4 0.015
H -2.1127 0.9174 -5.5854 0.4 -0.1 0.3 -0.001
H -2.2258 -1.2419 -4.5791 0.4 0.5 0.4 0.015
P 1.8384 2.0177 0.4091 -0.5 -0.1 -0.1 0.043
C 1.7266 2.7337 2.0951 0.1 -0.1 -0.2 0.008
H 2.6800 3.2379 2.2921 -0.3 0.1 0.3 0.001
H 1.5255 1.9647 2.8532 0.1 0.3 -0.2 -0.005
H 0.8928 3.4514 2.0956 0.3 -0.1 0.2 -0.001
C 3.5653 1.4074 0.3887 0.0 -0.1 0.0 0.008
H 4.2235 2.1972 0.7780 0.1 -0.4 -0.2 0.000
H 3.8280 1.1507 -0.6493 0.1 0.2 0.3 0.000
H 3.6435 0.4893 0.9852 0.1 0.3 0.0 0.000
C 2.1025 3.5606 -0.5458 -0.2 0.0 -0.1 0.007
H 2.3176 3.3181 -1.5970 0.1 0.1 0.3 0.000
H 2.9128 4.1480 -0.0936 -0.2 0.0 -0.3 0.001
H 1.1754 4.1456 -0.5395 0.2 0.0 0.1 0.001
P 1.6818 -2.8156 0.4346 -2.1 1.5 -0.5 -0.030
C 0.1434 -2.9185 -0.5247 -0.2 -0.7 0.0 0.074
H 0.4239 -3.6601 -1.3035 0.1 0.3 0.3 0.003
H -0.1827 -2.0375 -1.0939 0.2 0.2 0.4 0.259
H -0.6956 -3.4129 0.0015 0.5 0.6 0.0 -0.014
C 2.8897 -2.5979 -0.8428 0.7 -0.4 -0.3 0.038
H 2.4036 -2.5336 -1.8365 0.2 -0.2 0.7 -0.006
H 3.5113 -3.4984 -0.7773 0.3 0.2 -0.4 -0.002
H 3.5126 -1.7032 -0.7123 -0.2 -0.3 0.3 0.006
C 1.5113 -4.3046 1.3513 0.8 -0.7 0.1 0.006
H 1.2786 -5.0666 0.5912 0.0 0.1 0.4 0.001
H 0.6841 -4.2364 2.0734 0.3 0.1 -0.3 -0.001
H 2.4402 -4.5737 1.8380 0.1 -0.2 0.3 0.000
C 0.6269 -3.9095 6.1412 -0.1 0.0 0.2 0.000
C 0.3199 -2.7163 5.2402 -0.1 -0.2 -0.3 -0.001
C 1.2316 -1.4928 5.4575 0.2 0.6 0.7 0.000
C 1.2616 -1.0361 6.9389 0.4 -0.1 0.2 0.000
C -0.0983 -0.7011 7.5290 -0.4 0.2 -0.3 0.000
C 2.6369 -1.7856 4.9836 1.5 -1.1 1.1 0.000
O 3.5583 -2.2151 5.6529 -1.5 0.8 -1.3 0.000
N 2.8359 -1.5698 3.5770 1.1 -1.2 -0.6 0.000
C 1.7867 -1.3178 2.7589 -1.4 1.3 0.4 -0.003
O 1.9260 -1.5426 1.3954 0.3 -0.7 0.0 0.015
N 0.7338 -0.7255 3.1675 0.8 -0.8 -0.9 0.010
C 0.8055 -0.3815 4.5255 -1.1 2.5 1.4 0.000
O 0.5426 0.7624 4.8889 0.4 -2.1 -0.9 0.000
H 1.7064 -4.1468 6.1485 -0.5 0.0 0.0 0.000
H 0.0517 -4.7742 5.7781 0.3 0.2 0.1 0.000
H 0.2888 -3.7197 7.1724 0.3 -0.1 -0.4 0.000
H 0.3992 -3.0177 4.1862 -0.1 -0.1 0.2 0.002
H -0.7160 -2.3760 5.3830 0.2 -0.1 0.0 0.000
H 1.7198 -1.8298 7.5428 0.1 0.2 -0.3 0.000
H 1.9092 -0.1497 7.0254 -0.1 -0.3 -0.1 0.000
H -0.7771 -1.5604 7.5658 0.2 0.1 0.1 0.000
H 0.0156 -0.3148 8.5459 0.0 -0.1 -0.2 0.000
H -0.5668 0.0753 6.9175 -0.1 -0.1 0.3 0.000
H 3.7238 -1.9128 3.2063 -0.3 0.2 0.2 0.000
```
Forces are in eV/Å.